Density functional theory data (ωB97M-V/def2-TZVPD) for a molecular structure, CH5NS2 in a non-equilibrium geometry.

Calculated values
ΔE to the lowest compared entry with this formula, charge and spin   442.1 kJ/mol
Frontier orbital gap (alpha / beta)   0.2845 / 0.2959 hartree
Highest occupied orbital energy (alpha / beta)   -8.10 / -7.88 eV
E   -892.04399 Eh
Molecular weight   95.2 g mol⁻¹

Positions of all 9 atoms, in Å:
C 1.28 -0.19 -0.34
N -0.99 0.05 0.43
S -1.77 -1.29 -0.03
S -1.55 1.51 -0.22
H 1.61 0.44 0.46
H 1.78 -1.06 -0.31
H 1.26 0.42 -1.18
H -0.75 -2.11 0.30
H -0.87 2.25 0.88